1.
DFT (ωB97M-V with the def2-TZVPD basis set) results for a 2-piece molecular cluster, CH5OS overall at a distorted geometry.

Element x y z (Å)
C -1.269 0.150 -0.085
S -0.797 1.589 -1.018
H -1.694 0.368 0.919
H -1.964 -0.514 -0.665
H -0.391 -0.441 0.085
H 1.632 -0.396 0.912
H 2.146 -0.125 -0.469
O 2.336 -0.632 0.320

Results
Highest occupied orbital energy   -2.23 eV
Calculated total energy   -14001.4739 eV
Net charge   -1
Maximum force   0.0238 Eh/bohr
Energy relative to the best compared isomer or geometry (same formula, charge and spin)   7.65 kcal per mole
LUMO level   4.450 eV
Orbital gap   6.675 eV



2.
DFT (ωB97M-V with the def2-TZVPD basis set) results for C25H46Cl2IrN2O4S3Si as an isolated structure at a distorted geometry.

Element x y z (Å)
Ir -0.287 0.255 0.013
Cl 0.514 -0.104 2.641
C 2.232 -0.108 2.204
Cl 2.387 -0.118 0.438
H 2.686 -1.007 2.605
H 2.687 0.797 2.591
C 0.046 2.359 -2.957
N 0.055 1.218 -3.874
C -0.115 1.512 -5.289
C 0.266 0.009 -3.298
O 0.544 -0.016 -2.062
N 0.182 -1.174 -3.954
C 0.153 -1.475 -5.377
C 0.309 -2.404 -3.176
H -0.251 3.255 -3.492
H 1.026 2.525 -2.507
H -0.664 2.186 -2.147
H -0.221 2.586 -5.404
H -1.016 1.049 -5.695
H 0.757 1.212 -5.871
H 0.052 -0.604 -6.002
H -0.687 -2.144 -5.576
H 1.072 -1.997 -5.653
H 0.261 -2.184 -2.117
H 1.258 -2.900 -3.393
H -0.508 -3.077 -3.440
S -3.694 0.169 -0.062
C -2.182 -0.057 -0.030
C 1.326 7.185 -1.134
C 2.228 5.964 -1.002
C 2.932 5.663 -2.320
C 3.250 6.148 0.115
O 1.438 4.803 -0.682
Si 0.026 4.591 0.056
S 0.326 2.476 0.484
O -1.131 4.868 -1.019
C -2.561 4.973 -1.062
C -2.895 5.724 -2.347
C -3.150 3.566 -1.100
C -3.073 5.743 0.149
O -0.210 5.331 1.469
C -0.030 5.090 2.881
C 1.338 4.473 3.165
C -1.147 4.167 3.362
C -0.131 6.443 3.576
H 1.913 8.067 -1.388
H 0.802 7.363 -0.193
H 0.584 7.011 -1.913
H 3.602 6.481 -2.582
H 2.200 5.538 -3.119
H 3.517 4.748 -2.230
H 3.947 6.947 -0.131
H 3.810 5.224 0.255
H 2.740 6.397 1.046
H -2.453 5.218 -3.205
H -2.501 6.739 -2.303
H -3.975 5.771 -2.482
H -2.844 3.053 -2.012
H -4.238 3.612 -1.074
H -2.797 2.991 -0.241
H -2.579 6.713 0.207
H -2.856 5.191 1.063
H -4.148 5.896 0.071
H 1.427 3.510 2.666
H 1.460 4.329 4.237
H 2.131 5.126 2.801
H -1.097 3.211 2.840
H -2.118 4.625 3.171
H -1.050 3.989 4.432
H 0.673 7.102 3.249
H -0.053 6.306 4.654
H -1.085 6.918 3.349
S 0.333 -2.541 0.470
C -0.018 -4.195 0.084
C 1.048 -5.000 -0.334
C 0.845 -6.344 -0.582
C -0.417 -6.901 -0.409
C -1.477 -6.104 0.006
C -1.290 -4.755 0.245
H 2.025 -4.551 -0.451
H 1.674 -6.963 -0.898
H -0.571 -7.955 -0.594
H -2.453 -6.545 0.154
H -2.108 -4.131 0.578

Results
Highest occupied orbital energy (spin up / spin down)   -9.92 / -9.89 eV
Calculated total energy   -106104.7574 eV
Net charge   +1
Maximum force   0.0436 Eh/bohr
Energy relative to the best compared isomer or geometry (same formula, charge and spin)   85.50 kcal per mole
LUMO level (spin up / spin down)   -4.581 / -5.233 eV
Orbital gap (spin up / spin down)   5.344 / 4.654 eV



3.
DFT (ωB97M-V with the def2-TZVPD basis set) results for one molecule with the formula C18H25ClN2O2.

Element x y z (Å)
C -1.426 -2.204 2.206
H -1.016 -1.248 2.523
H -2.002 -2.626 3.026
H -0.595 -2.868 1.985
C -2.328 -2.028 0.985
N -1.615 -1.471 -0.147
C -1.758 -0.238 -0.687
O -1.017 0.107 -1.603
C -2.863 0.668 -0.165
H -3.759 0.054 -0.015
C -3.222 1.755 -1.190
C -2.145 2.828 -1.334
C -1.793 3.439 0.018
C -1.356 2.344 0.984
C -2.476 1.326 1.169
H -2.171 0.573 1.896
H -3.358 1.835 1.567
H -0.471 1.841 0.589
H -1.092 2.776 1.951
H -0.994 4.172 -0.103
H -2.664 3.956 0.428
H -1.255 2.380 -1.774
H -2.505 3.603 -2.013
H -3.398 1.288 -2.160
H -4.155 2.224 -0.865
C -0.634 -2.359 -0.761
H -0.657 -2.201 -1.844
H -0.908 -3.390 -0.533
C 0.796 -2.114 -0.248
O 1.319 -2.841 0.570
N 1.354 -1.019 -0.808
C 2.601 -0.455 -0.483
C 2.625 0.907 -0.198
C 3.816 1.523 0.136
C 4.994 0.797 0.186
C 4.962 -0.547 -0.134
C 3.786 -1.198 -0.486
C 3.812 -2.636 -0.893
H 4.833 -2.967 -1.064
H 3.362 -3.255 -0.118
H 3.232 -2.782 -1.804
H 5.884 -1.110 -0.122
H 5.920 1.279 0.455
Cl 3.826 3.214 0.498
H 1.711 1.479 -0.237
H 0.700 -0.415 -1.313
H -2.727 -3.005 0.687
H -3.171 -1.390 1.241

Results
Highest occupied orbital energy   -8.63 eV
Calculated total energy   -38671.3230 eV
Net charge   0
Maximum force   0.0118 Eh/bohr
Energy relative to the best compared isomer or geometry (same formula, charge and spin)   3.44 kcal per mole
LUMO level   0.711 eV
Structure (SMILES)   CCN(CC(=O)Nc1cc(Cl)ccc1C)C(=O)C1CCCCC1
Orbital gap   9.342 eV



4.
DFT (ωB97M-V with the def2-TZVPD basis set) results for one molecule with the formula CH2O4 at a distorted geometry.

Element x y z (Å)
C 0.317 -0.149 0.124
O -0.333 1.100 0.452
O -0.704 -1.042 0.328
O -1.325 0.621 1.207
O 0.798 -0.137 -1.137
H 1.177 -0.316 0.803
H 0.071 -0.078 -1.777

Results
Highest occupied orbital energy (spin up / spin down)   -10.98 / -11.09 eV
Calculated total energy   -9252.5962 eV
Net charge   0
Maximum force   0.0295 Eh/bohr
Energy relative to the best compared isomer or geometry (same formula, charge and spin)   104.73 kcal per mole
LUMO level (spin up / spin down)   -1.762 / -1.891 eV
Orbital gap (spin up / spin down)   9.215 / 9.202 eV



5.
DFT (ωB97M-V with the def2-TZVPD basis set) results for C4H6N2 as an isolated structure at a distorted geometry.

Element x y z (Å)
C 1.002 0.900 1.758
C -0.028 0.077 1.578
C -0.182 -0.331 -1.720
C 0.721 0.174 -0.682
N -1.041 -0.651 -0.550
N -0.099 -0.093 0.259
H 1.173 1.118 2.822
H -0.892 -0.517 2.042
H -0.555 0.352 -2.481
H 0.148 -1.382 -2.161
H 1.714 0.570 -0.448
H -1.961 -0.216 -0.419

Results
Highest occupied orbital energy   -7.42 eV
Calculated total energy   -7218.5773 eV
Net charge   0
Maximum force   0.0687 Eh/bohr
Energy relative to the best compared isomer or geometry (same formula, charge and spin)   161.74 kcal per mole
LUMO level   0.470 eV
Orbital gap   7.887 eV



6.
DFT (ωB97M-V with the def2-TZVPD basis set) results for a 2-piece molecular cluster, C9H11ClNO overall at a distorted geometry.

Element x y z (Å)
C 3.779 0.819 0.905
C 2.636 1.587 1.101
C 3.676 -0.479 0.422
C 1.394 1.054 0.843
C 2.448 -1.004 0.085
C 1.279 -0.257 0.344
C -1.192 0.075 -0.818
C -3.481 0.374 -1.359
C -2.760 -1.351 0.252
N -2.400 -0.276 -0.638
O 0.132 -0.873 0.222
Cl -0.530 1.228 -1.761
H 4.750 1.232 1.126
H 2.721 2.598 1.468
H 4.563 -1.081 0.293
H 0.494 1.629 1.005
H 2.338 -2.016 -0.274
H -3.316 1.449 -1.413
H -4.422 0.175 -0.853
H -3.540 -0.015 -2.377
H -3.275 -2.131 -0.310
H -3.433 -0.976 1.024
H -1.864 -1.761 0.712

Results
Highest occupied orbital energy (spin up / spin down)   -12.15 / -12.16 eV
Calculated total energy   -25561.6704 eV
Net charge   +1
Maximum force   0.0883 Eh/bohr
Energy relative to the best compared isomer or geometry (same formula, charge and spin)   35.83 kcal per mole
LUMO level (spin up / spin down)   -5.002 / -4.994 eV
Orbital gap (spin up / spin down)   7.153 / 7.164 eV



7.
DFT (ωB97M-V with the def2-TZVPD basis set) results for a 16-piece molecular cluster, C58H96O42S3 overall at a distorted geometry.

Element x y z (Å)
C -7.356 -16.247 7.146
C -6.835 -16.089 8.633
C -7.671 -15.379 9.711
O -7.793 -16.283 10.712
C -7.261 -17.480 10.321
O -7.190 -18.498 10.955
O -6.701 -17.383 9.132
H -8.248 -16.851 6.982
H -6.557 -16.778 6.629
H -7.441 -15.299 6.614
H -5.829 -15.704 8.465
H -8.670 -15.151 9.339
H -7.217 -14.438 10.020
C -2.188 -22.487 3.540
C -1.902 -22.953 4.939
C -2.833 -24.041 5.397
O -2.021 -24.940 6.087
C -0.737 -24.671 5.883
O 0.233 -25.231 6.418
O -0.695 -23.642 5.015
H -2.116 -23.328 2.851
H -1.519 -21.775 3.057
H -3.217 -22.132 3.486
H -1.850 -22.083 5.594
H -3.341 -24.460 4.529
H -3.620 -23.635 6.033
C 9.304 -19.375 4.143
C 8.012 -19.050 4.912
C 8.033 -17.678 5.576
O 6.650 -17.258 5.313
C 6.151 -17.956 4.306
O 5.080 -17.765 3.776
O 6.991 -18.934 3.985
H 9.395 -18.495 3.507
H 9.349 -20.286 3.546
H 10.216 -19.424 4.739
H 7.841 -19.919 5.547
H 8.737 -16.979 5.124
H 8.222 -17.712 6.649
C -0.162 -19.612 -1.371
C -0.666 -18.243 -1.005
C -1.508 -17.569 -2.030
O -2.800 -17.367 -1.431
C -2.732 -17.763 -0.144
O -3.573 -17.467 0.712
O -1.548 -18.330 0.113
H 0.569 -19.515 -2.173
H -1.024 -20.224 -1.634
H 0.304 -19.976 -0.455
H 0.176 -17.642 -0.662
H -1.637 -18.238 -2.880
H -1.070 -16.650 -2.420
C 1.571 -18.188 5.289
C 0.277 -18.163 4.377
C -0.335 -19.518 4.000
O -1.721 -19.308 4.400
C -1.882 -18.143 5.013
O -2.887 -17.686 5.477
O -0.716 -17.628 5.220
H 1.645 -17.226 5.796
H 2.448 -18.236 4.645
H 1.516 -19.065 5.935
H 0.235 -17.457 3.547
H -0.012 -20.367 4.602
H -0.183 -19.762 2.949
C 3.819 -13.586 2.875
C 4.211 -14.617 3.947
C 5.322 -14.196 4.882
O 4.729 -14.284 6.170
C 3.459 -14.705 6.073
O 2.686 -14.856 6.999
O 3.137 -14.876 4.753
H 2.991 -13.890 2.234
H 4.633 -13.282 2.218
H 3.577 -12.651 3.379
H 4.458 -15.506 3.367
H 5.416 -13.115 4.779
H 6.215 -14.817 4.821
C 3.805 -17.981 7.992
C 4.935 -18.752 8.707
C 5.086 -18.483 10.204
O 4.771 -19.805 10.685
C 4.628 -20.700 9.783
O 4.560 -21.936 9.927
O 4.760 -20.100 8.575
H 3.820 -18.066 6.905
H 3.809 -16.923 8.251
H 2.841 -18.276 8.406
H 5.893 -18.492 8.256
H 4.435 -17.648 10.461
H 6.101 -18.213 10.493
C -6.117 -17.182 3.788
C -5.682 -18.696 3.841
C -6.053 -19.430 5.056
O -6.944 -20.413 4.704
C -7.212 -20.289 3.384
O -7.990 -21.024 2.792
O -6.415 -19.362 2.887
H -5.472 -16.613 4.457
H -7.165 -17.142 4.087
H -6.079 -16.724 2.800
H -4.612 -18.760 3.645
H -6.438 -18.724 5.792
H -5.239 -19.992 5.513
C 5.124 -18.084 -0.189
C 3.634 -18.334 0.120
C 3.080 -19.154 1.340
O 2.131 -18.294 1.939
C 2.163 -17.089 1.352
O 1.393 -16.208 1.668
O 3.076 -17.047 0.405
H 5.696 -19.003 -0.319
H 5.614 -17.590 0.650
H 5.184 -17.563 -1.145
H 3.104 -18.681 -0.768
H 3.856 -19.442 2.049
H 2.640 -20.081 0.974
C 0.853 -15.175 9.775
C -0.153 -14.653 8.728
C -1.281 -15.673 8.460
O -2.465 -14.965 8.500
C -2.238 -13.786 9.070
O -3.060 -12.947 9.365
O -0.893 -13.603 9.296
H 0.340 -15.639 10.618
H 1.402 -14.287 10.090
H 1.562 -15.934 9.445
H 0.383 -14.548 7.784
H -1.379 -16.403 9.264
H -1.046 -16.177 7.522
C -5.843 -11.463 7.317
C -5.098 -11.921 6.039
C -4.259 -13.205 6.172
O -4.774 -14.058 5.229
C -5.883 -13.579 4.601
O -6.526 -14.125 3.703
O -6.080 -12.351 5.141
H -5.187 -10.875 7.960
H -6.181 -12.224 8.020
H -6.715 -10.830 7.154
H -4.636 -11.027 5.619
H -4.355 -13.746 7.114
H -3.184 -13.089 6.032
C -0.639 -14.373 4.310
C -0.340 -12.864 4.171
C -0.122 -12.365 2.740
O -0.991 -11.235 2.591
C -1.633 -11.056 3.763
O -2.352 -10.086 3.993
O -1.320 -11.954 4.699
H -0.998 -14.430 5.338
H 0.267 -14.977 4.272
H -1.484 -14.772 3.748
H 0.559 -12.650 4.750
H -0.501 -13.137 2.070
H 0.916 -12.247 2.430
C 3.081 -23.082 6.837
C 3.349 -22.031 5.770
C 4.288 -22.431 4.647
O 3.546 -22.486 3.500
C 2.256 -22.183 3.810
O 1.311 -22.162 3.021
O 2.144 -21.842 5.094
H 4.012 -23.184 7.395
H 2.975 -23.979 6.227
H 2.187 -22.842 7.413
H 3.753 -21.085 6.128
H 4.563 -23.472 4.812
H 5.162 -21.798 4.496
C -6.322 -20.831 8.510
S -4.479 -21.031 8.285
O -4.093 -21.600 6.933
C -3.931 -19.306 8.243
H -6.835 -21.773 8.314
H -6.702 -20.047 7.855
H -6.530 -20.561 9.545
H -4.597 -18.655 7.677
H -2.960 -19.259 7.750
H -3.928 -18.897 9.253
C -0.725 -21.068 8.259
S 0.525 -20.017 9.178
O -0.257 -19.065 10.039
C 1.111 -21.365 10.259
H -0.278 -21.841 7.635
H -1.269 -20.473 7.526
H -1.446 -21.537 8.930
H 0.355 -21.879 10.852
H 1.891 -21.066 10.959
H 1.519 -22.104 9.569
C -2.789 -23.146 -2.078
S -3.828 -23.171 -0.485
O -3.328 -24.374 0.332
C -3.003 -21.727 0.310
H -3.019 -24.057 -2.630
H -1.722 -23.205 -1.862
H -2.953 -22.243 -2.666
H -3.434 -21.518 1.289
H -3.001 -20.854 -0.343
H -1.927 -21.880 0.390

Results
Highest occupied orbital energy   -8.62 eV
Calculated total energy   -180201.6256 eV
Net charge   0
Maximum force   0.0963 Eh/bohr
Energy relative to the best compared isomer or geometry (same formula, charge and spin)   73.24 kcal per mole
LUMO level   -0.618 eV
Orbital gap   8.000 eV



8.
DFT (ωB97M-V with the def2-TZVPD basis set) results for an isolated ion of composition C4H12N6 and charge +2 at a distorted geometry.

Element x y z (Å)
C -0.828 0.755 1.514
C -0.163 -1.278 0.252
C -0.124 1.700 -0.639
C 0.609 -1.599 -1.972
N -0.242 1.684 0.666
N -0.738 -0.557 1.315
N -0.051 -0.863 -0.925
N -1.454 1.302 2.493
N 0.265 -2.487 0.588
N 0.792 2.522 -1.109
H -0.667 1.053 -1.260
H 1.170 -2.445 -1.720
H 1.512 -0.994 -2.285
H -0.054 -1.825 -2.766
H 0.017 2.548 1.088
H -1.124 -1.150 2.098
H -1.701 2.207 2.417
H -1.897 0.834 3.341
H 0.019 -2.912 1.435
H 0.595 -2.989 -0.262
H 1.010 2.917 -2.028
H 1.301 3.147 -0.447

Results
Highest occupied orbital energy   -16.66 eV
Calculated total energy   -13265.8797 eV
Net charge   +2
Maximum force   0.1012 Eh/bohr
Energy relative to the best compared isomer or geometry (same formula, charge and spin)   20.61 kcal per mole
LUMO level   -8.414 eV
Structure (SMILES)   C/N=C(\N)NC(=[NH2+])NC=[NH2+]
Orbital gap   8.242 eV